{
  "formula": "C24H32N6O2",
  "method": "wB97M-V/def2-TZVPD",
  "e_homo_ha": -0.3070,
  "gap_ev": 8.80,
  "smiles": "CCn1cc(CN2CCC(n3nccc3NC(=O)CCOc3ccccc3)CC2)c(C)n1",
  "e_above_lowest_kj_mol": 246.0,
  "total_energy_ev": -38443.06854,
  "species": ["C", "C", "N", "C", "C", "C", "N", "C", "C", "C", "N", "N", "C", "C", "C", "N", "C", "O", "C", "C", "O", "C", "C", "C", "C", "C", "C", "C", "C", "C", "C", "N", "H", "H", "H", "H", "H", "H", "H", "H", "H", "H", "H", "H", "H", "H", "H", "H", "H", "H", "H", "H", "H", "H", "H", "H", "H", "H", "H", "H", "H", "H", "H", "H"],
  "coordinates": [[-3.180, -3.030, -2.448], [-4.549, -2.859, -1.793], [-4.491, -1.941, -0.689], [-4.469, -0.594, -0.738], [-4.336, -0.137, 0.557], [-4.221, 1.287, 1.011], [-2.895, 1.874, 0.865], [-2.459, 1.973, -0.514], [-1.197, 2.822, -0.608], [-0.095, 2.193, 0.244], [1.095, 3.009, 0.217], [1.102, 4.195, 0.817], [2.310, 4.694, 0.654], [3.120, 3.819, -0.076], [2.295, 2.743, -0.348], [2.602, 1.564, -1.033], [1.939, 1.079, -2.113], [0.934, 1.571, -2.577], [2.587, -0.169, -2.706], [2.941, -1.236, -1.671], [4.084, -0.806, -0.957], [4.612, -1.621, 0.008], [5.742, -1.129, 0.659], [6.354, -1.874, 1.646], [5.849, -3.115, 1.999], [4.727, -3.601, 1.356], [4.102, -2.864, 0.362], [-0.604, 2.044, 1.676], [-1.890, 1.224, 1.680], [-4.278, -1.316, 1.335], [-4.161, -1.448, 2.812], [-4.372, -2.385, 0.560], [-2.819, -2.079, -2.833], [-3.245, -3.738, -3.270], [-2.465, -3.405, -1.719], [-4.897, -3.814, -1.395], [-5.274, -2.487, -2.525], [-4.569, -0.063, -1.664], [-4.493, 1.358, 2.068], [-4.912, 1.911, 0.436], [-2.253, 0.979, -0.952], [-3.259, 2.441, -1.092], [-0.867, 2.880, -1.645], [-1.394, 3.825, -0.231], [0.167, 1.211, -0.162], [2.559, 5.655, 1.058], [4.142, 3.946, -0.368], [3.483, 1.122, -0.797], [3.499, 0.132, -3.226], [1.894, -0.584, -3.437], [3.158, -2.182, -2.185], [2.099, -1.395, -0.983], [6.125, -0.162, 0.371], [7.230, -1.483, 2.142], [6.328, -3.698, 2.771], [4.324, -4.567, 1.624], [3.228, -3.268, -0.123], [-0.800, 3.039, 2.075], [0.149, 1.559, 2.301], [-1.670, 0.200, 1.322], [-2.272, 1.153, 2.701], [-3.168, -1.153, 3.151], [-4.893, -0.815, 3.310], [-4.332, -2.484, 3.091]]
}

***

{
  "formula": "C24H32N6O2",
  "method": "wB97M-V/def2-TZVPD",
  "e_homo_ha": -0.3066,
  "gap_ev": 8.57,
  "smiles": "Cc1cc(C)c2[nH]c(=O)c([C@@H](c3nnnn3C[C@@H]3CCCO3)N3CCC[C@H](C)C3)cc2c1",
  "e_above_lowest_kj_mol": 210.1,
  "total_energy_ev": -38443.44056,
  "species": ["C", "C", "C", "C", "C", "C", "N", "C", "O", "C", "C", "C", "N", "N", "N", "N", "C", "C", "C", "C", "C", "O", "N", "C", "C", "C", "C", "C", "C", "C", "C", "C", "H", "H", "H", "H", "H", "H", "H", "H", "H", "H", "H", "H", "H", "H", "H", "H", "H", "H", "H", "H", "H", "H", "H", "H", "H", "H", "H", "H", "H", "H", "H", "H"],
  "coordinates": [[-6.794, -1.270, 0.357], [-5.620, -0.349, 0.226], [-5.832, 1.030, 0.118], [-4.795, 1.931, -0.002], [-5.056, 3.404, -0.111], [-3.480, 1.435, -0.018], [-2.403, 2.271, -0.147], [-1.090, 1.888, -0.170], [-0.206, 2.722, -0.316], [-0.852, 0.453, -0.024], [0.628, 0.128, 0.024], [1.110, 0.561, 1.368], [0.386, 0.762, 2.445], [1.232, 1.127, 3.400], [2.424, 1.156, 2.973], [2.405, 0.802, 1.686], [3.575, 0.754, 0.869], [4.118, 2.174, 0.582], [3.186, 3.010, -0.298], [3.627, 2.595, -1.701], [5.127, 2.364, -1.507], [5.335, 2.066, -0.131], [1.120, -1.200, -0.270], [0.862, -1.666, -1.616], [1.862, -2.772, -1.951], [1.759, -3.905, -0.934], [1.935, -3.355, 0.482], [1.791, -4.452, 1.531], [0.900, -2.249, 0.706], [-1.887, -0.400, 0.102], [-3.242, 0.055, 0.093], [-4.327, -0.822, 0.214], [-6.472, -2.307, 0.399], [-7.469, -1.148, -0.489], [-7.353, -1.043, 1.264], [-6.848, 1.399, 0.131], [-6.124, 3.602, -0.078], [-4.585, 3.942, 0.712], [-4.666, 3.800, -1.050], [-2.566, 3.268, -0.211], [1.096, 0.799, -0.715], [3.330, 0.232, -0.057], [4.353, 0.198, 1.400], [4.329, 2.652, 1.545], [3.398, 4.068, -0.140], [2.129, 2.841, -0.107], [3.131, 1.673, -2.006], [3.422, 3.358, -2.447], [5.702, 3.266, -1.750], [5.511, 1.535, -2.109], [0.985, -0.828, -2.308], [-0.166, -2.051, -1.732], [1.670, -3.145, -2.959], [2.870, -2.356, -1.926], [2.516, -4.663, -1.140], [0.778, -4.380, -1.015], [2.932, -2.910, 0.563], [0.802, -4.903, 1.477], [2.532, -5.231, 1.370], [1.928, -4.046, 2.530], [1.002, -1.833, 1.710], [-0.104, -2.696, 0.628], [-1.727, -1.460, 0.226], [-4.133, -1.881, 0.301]]
}

***

{
  "formula": "C24H33AuN5O4P",
  "method": "wB97M-V/def2-TZVPD",
  "e_homo_ha": [-0.4926, -0.4901],
  "gap_ev": [6.95, 5.04],
  "total_charge": 2,
  "multiplicity": 3,
  "total_energy_ev": -54029.02096,
  "species": ["Au", "C", "C", "N", "N", "C", "O", "C", "C", "C", "C", "C", "C", "C", "C", "C", "C", "C", "N", "H", "H", "H", "H", "H", "H", "H", "H", "H", "H", "H", "H", "C", "C", "N", "C", "C", "N", "H", "H", "H", "H", "H", "H", "C", "C", "O", "P", "O", "C", "C", "O", "C", "C", "H", "H", "H", "H", "H", "H", "H", "H", "H", "H", "H", "H", "H", "H", "H"],
  "coordinates": [[12.199, 11.776, 7.197], [13.610, 14.804, 4.479], [13.167, 14.319, 5.793], [14.025, 13.555, 6.535], [15.278, 13.468, 6.208], [15.978, 13.125, 7.362], [15.540, 12.735, 8.474], [17.477, 13.235, 7.250], [18.364, 13.365, 8.397], [19.706, 13.194, 8.206], [20.261, 12.914, 6.979], [19.445, 12.899, 5.859], [18.107, 13.147, 5.963], [11.827, 14.581, 6.343], [10.968, 15.698, 6.030], [9.799, 15.852, 6.782], [9.622, 15.062, 7.973], [10.400, 13.931, 8.140], [11.362, 13.639, 7.220], [14.449, 14.144, 4.137], [13.997, 15.822, 4.396], [12.710, 14.776, 3.846], [17.923, 13.455, 9.362], [20.346, 13.263, 9.085], [21.316, 12.860, 6.828], [19.849, 12.896, 4.870], [17.473, 13.274, 5.093], [11.172, 16.313, 5.203], [9.075, 16.672, 6.524], [8.718, 15.181, 8.612], [10.376, 13.331, 8.996], [14.283, 9.686, 5.154], [14.085, 9.371, 6.596], [13.421, 10.128, 7.480], [13.636, 9.556, 8.729], [14.373, 8.428, 8.567], [14.621, 8.284, 7.229], [14.222, 10.733, 4.920], [13.531, 9.227, 4.508], [15.277, 9.408, 4.763], [13.188, 9.949, 9.629], [14.752, 7.702, 9.302], [15.252, 7.673, 6.690], [7.533, 10.808, 4.435], [8.775, 11.466, 5.025], [9.087, 10.827, 6.324], [10.515, 10.271, 6.802], [10.069, 9.639, 8.189], [8.919, 9.776, 9.079], [8.569, 8.431, 9.732], [11.041, 9.063, 5.937], [10.362, 7.739, 6.068], [11.105, 6.770, 6.954], [7.337, 11.408, 3.558], [6.731, 10.820, 5.136], [7.779, 9.818, 4.131], [8.680, 12.573, 5.271], [9.630, 11.403, 4.307], [8.070, 10.230, 8.511], [9.323, 10.444, 9.866], [8.347, 7.627, 8.952], [7.744, 8.656, 10.419], [9.392, 8.059, 10.304], [10.313, 7.380, 5.070], [9.386, 7.908, 6.485], [12.106, 6.539, 6.558], [10.531, 5.819, 7.033], [11.269, 7.245, 7.936]]
}

***

Copy entry 3 word for word.
{
  "formula": "C24H33AuN5O4P",
  "method": "wB97M-V/def2-TZVPD",
  "e_homo_ha": [-0.4926, -0.4901],
  "gap_ev": [6.95, 5.04],
  "total_charge": 2,
  "multiplicity": 3,
  "total_energy_ev": -54029.02096,
  "species": ["Au", "C", "C", "N", "N", "C", "O", "C", "C", "C", "C", "C", "C", "C", "C", "C", "C", "C", "N", "H", "H", "H", "H", "H", "H", "H", "H", "H", "H", "H", "H", "C", "C", "N", "C", "C", "N", "H", "H", "H", "H", "H", "H", "C", "C", "O", "P", "O", "C", "C", "O", "C", "C", "H", "H", "H", "H", "H", "H", "H", "H", "H", "H", "H", "H", "H", "H", "H"],
  "coordinates": [[12.199, 11.776, 7.197], [13.610, 14.804, 4.479], [13.167, 14.319, 5.793], [14.025, 13.555, 6.535], [15.278, 13.468, 6.208], [15.978, 13.125, 7.362], [15.540, 12.735, 8.474], [17.477, 13.235, 7.250], [18.364, 13.365, 8.397], [19.706, 13.194, 8.206], [20.261, 12.914, 6.979], [19.445, 12.899, 5.859], [18.107, 13.147, 5.963], [11.827, 14.581, 6.343], [10.968, 15.698, 6.030], [9.799, 15.852, 6.782], [9.622, 15.062, 7.973], [10.400, 13.931, 8.140], [11.362, 13.639, 7.220], [14.449, 14.144, 4.137], [13.997, 15.822, 4.396], [12.710, 14.776, 3.846], [17.923, 13.455, 9.362], [20.346, 13.263, 9.085], [21.316, 12.860, 6.828], [19.849, 12.896, 4.870], [17.473, 13.274, 5.093], [11.172, 16.313, 5.203], [9.075, 16.672, 6.524], [8.718, 15.181, 8.612], [10.376, 13.331, 8.996], [14.283, 9.686, 5.154], [14.085, 9.371, 6.596], [13.421, 10.128, 7.480], [13.636, 9.556, 8.729], [14.373, 8.428, 8.567], [14.621, 8.284, 7.229], [14.222, 10.733, 4.920], [13.531, 9.227, 4.508], [15.277, 9.408, 4.763], [13.188, 9.949, 9.629], [14.752, 7.702, 9.302], [15.252, 7.673, 6.690], [7.533, 10.808, 4.435], [8.775, 11.466, 5.025], [9.087, 10.827, 6.324], [10.515, 10.271, 6.802], [10.069, 9.639, 8.189], [8.919, 9.776, 9.079], [8.569, 8.431, 9.732], [11.041, 9.063, 5.937], [10.362, 7.739, 6.068], [11.105, 6.770, 6.954], [7.337, 11.408, 3.558], [6.731, 10.820, 5.136], [7.779, 9.818, 4.131], [8.680, 12.573, 5.271], [9.630, 11.403, 4.307], [8.070, 10.230, 8.511], [9.323, 10.444, 9.866], [8.347, 7.627, 8.952], [7.744, 8.656, 10.419], [9.392, 8.059, 10.304], [10.313, 7.380, 5.070], [9.386, 7.908, 6.485], [12.106, 6.539, 6.558], [10.531, 5.819, 7.033], [11.269, 7.245, 7.936]]
}

***

Please write out number 3 again, unchanged.
{
  "formula": "C24H33AuN5O4P",
  "method": "wB97M-V/def2-TZVPD",
  "e_homo_ha": [-0.4926, -0.4901],
  "gap_ev": [6.95, 5.04],
  "total_charge": 2,
  "multiplicity": 3,
  "total_energy_ev": -54029.02096,
  "species": ["Au", "C", "C", "N", "N", "C", "O", "C", "C", "C", "C", "C", "C", "C", "C", "C", "C", "C", "N", "H", "H", "H", "H", "H", "H", "H", "H", "H", "H", "H", "H", "C", "C", "N", "C", "C", "N", "H", "H", "H", "H", "H", "H", "C", "C", "O", "P", "O", "C", "C", "O", "C", "C", "H", "H", "H", "H", "H", "H", "H", "H", "H", "H", "H", "H", "H", "H", "H"],
  "coordinates": [[12.199, 11.776, 7.197], [13.610, 14.804, 4.479], [13.167, 14.319, 5.793], [14.025, 13.555, 6.535], [15.278, 13.468, 6.208], [15.978, 13.125, 7.362], [15.540, 12.735, 8.474], [17.477, 13.235, 7.250], [18.364, 13.365, 8.397], [19.706, 13.194, 8.206], [20.261, 12.914, 6.979], [19.445, 12.899, 5.859], [18.107, 13.147, 5.963], [11.827, 14.581, 6.343], [10.968, 15.698, 6.030], [9.799, 15.852, 6.782], [9.622, 15.062, 7.973], [10.400, 13.931, 8.140], [11.362, 13.639, 7.220], [14.449, 14.144, 4.137], [13.997, 15.822, 4.396], [12.710, 14.776, 3.846], [17.923, 13.455, 9.362], [20.346, 13.263, 9.085], [21.316, 12.860, 6.828], [19.849, 12.896, 4.870], [17.473, 13.274, 5.093], [11.172, 16.313, 5.203], [9.075, 16.672, 6.524], [8.718, 15.181, 8.612], [10.376, 13.331, 8.996], [14.283, 9.686, 5.154], [14.085, 9.371, 6.596], [13.421, 10.128, 7.480], [13.636, 9.556, 8.729], [14.373, 8.428, 8.567], [14.621, 8.284, 7.229], [14.222, 10.733, 4.920], [13.531, 9.227, 4.508], [15.277, 9.408, 4.763], [13.188, 9.949, 9.629], [14.752, 7.702, 9.302], [15.252, 7.673, 6.690], [7.533, 10.808, 4.435], [8.775, 11.466, 5.025], [9.087, 10.827, 6.324], [10.515, 10.271, 6.802], [10.069, 9.639, 8.189], [8.919, 9.776, 9.079], [8.569, 8.431, 9.732], [11.041, 9.063, 5.937], [10.362, 7.739, 6.068], [11.105, 6.770, 6.954], [7.337, 11.408, 3.558], [6.731, 10.820, 5.136], [7.779, 9.818, 4.131], [8.680, 12.573, 5.271], [9.630, 11.403, 4.307], [8.070, 10.230, 8.511], [9.323, 10.444, 9.866], [8.347, 7.627, 8.952], [7.744, 8.656, 10.419], [9.392, 8.059, 10.304], [10.313, 7.380, 5.070], [9.386, 7.908, 6.485], [12.106, 6.539, 6.558], [10.531, 5.819, 7.033], [11.269, 7.245, 7.936]]
}